1.
56
Properties=species:S:1:pos:R:3:forces:R:3 method="wB97M-V/def2-TZVPD" charge=+2 homo_ev="-13.38 / -13.38" s_squared=0.7546 energy_ha=-2210.08301 homo_lumo_gap_ev="3.8 / 3.8" multiplicity=2
C 2.8025 -2.3659 -2.0634 -0.6 -0.6 -0.3
C 1.5156 -1.7902 -1.1625 1.6 -1.6 -1.9
C 1.4377 -2.8271 0.1477 1.3 -0.2 0.3
C 0.2001 -1.9549 -2.1221 -0.8 -0.8 0.4
C -1.0979 -1.0502 -1.7003 1.2 0.6 -0.8
S -2.1815 -0.9333 -3.2700 1.0 0.2 0.0
C -2.0393 -1.6836 -0.5181 -1.4 1.0 0.1
C -3.2106 -2.7094 -1.0326 0.0 -0.5 0.5
F -3.7902 -3.4016 0.1788 1.5 1.4 -2.1
C -0.5579 0.4721 -1.4236 0.3 -0.8 -0.4
C 0.7106 0.4740 -0.3778 -0.8 3.2 1.2
C 0.2181 0.2243 1.1958 -0.6 1.0 -0.9
C 1.2797 2.0480 -0.3815 -0.9 -0.2 0.9
N 1.8849 -0.3766 -0.7912 -1.0 0.5 -2.1
O 2.6598 0.2133 -1.7185 -1.5 -1.5 2.2
H 2.6554 -3.5339 -2.1324 0.4 2.2 0.1
H 3.8373 -2.1188 -1.5675 -2.2 -0.4 -1.0
H 2.7422 -1.9532 -3.1791 0.3 -0.8 2.7
H 1.7149 -2.2434 1.1390 -0.7 -0.7 -1.6
H 0.4150 -3.3939 0.2066 1.1 1.3 -0.8
H 2.2801 -3.6634 0.0254 -1.7 1.6 0.1
H 0.4785 -1.7485 -3.2643 -0.5 -0.4 2.8
H -0.1467 -3.0939 -2.0332 0.9 2.3 -0.5
H -1.2704 -0.4031 -4.2261 -0.8 -0.6 1.5
H -1.4494 -2.2248 0.3402 -0.8 0.9 -1.6
H -2.5938 -0.7613 -0.0033 1.2 -2.1 -1.0
H -4.1366 -2.1758 -1.5438 2.2 -1.2 1.0
H -2.7359 -3.5613 -1.6843 -1.2 1.7 1.1
H -0.1645 0.9206 -2.4534 -0.8 -1.0 2.2
H -1.4674 1.1404 -1.0823 2.1 -1.3 -0.4
H -0.1035 -0.8793 1.4135 0.7 1.8 -0.2
H -0.7740 0.8788 1.3040 2.2 -1.5 -0.1
H 1.0011 0.6699 1.9445 -1.4 -1.2 -1.4
H 2.2610 2.0594 0.2570 -1.7 0.1 -1.5
H 1.3852 2.4894 -1.4604 0.0 -1.0 2.1
H 0.4727 2.7028 0.2035 1.7 -1.4 -1.3
C 1.4749 4.8643 -3.7452 0.0 0.1 0.0
O 1.0300 3.7639 -3.4590 -0.2 -0.6 0.3
N 2.6662 5.0332 -4.3466 1.1 -0.4 -0.5
N 0.8136 6.0065 -3.4845 -1.0 0.7 0.5
H 3.0494 5.9311 -4.5900 -0.1 -0.2 0.0
H 3.1966 4.1987 -4.5605 -0.2 0.4 0.0
H -0.0875 5.9239 -3.0322 0.3 0.1 -0.2
H 1.1637 6.9217 -3.7125 -0.1 -0.2 0.0
Ca 0.4634 -3.9969 2.2155 -0.4 0.4 0.6
N -1.8735 -1.5998 4.8475 0.6 0.6 0.0
C -2.3224 -0.4363 4.3278 0.2 -0.6 0.0
C -2.1419 0.7979 4.9315 0.1 -0.1 0.2
C -1.4630 0.8441 6.1445 0.0 0.0 0.0
C -0.9902 -0.3376 6.7059 -0.1 0.1 -0.1
C -1.2165 -1.5230 6.0251 -0.2 -0.2 -0.5
H -2.8488 -0.5249 3.3819 0.0 0.1 0.1
H -2.5217 1.7010 4.4674 0.0 -0.1 0.0
H -1.3033 1.7931 6.6482 0.0 -0.1 -0.1
H -0.4578 -0.3353 7.6503 -0.1 0.0 -0.1
H -0.8639 -2.4715 6.4205 0.0 0.1 0.1

***

2.
103
Properties=species:S:1:pos:R:3:forces:R:3 method="wB97M-V/def2-TZVPD" charge=+1 homo_ev=-12.11 energy_ha=-1878.12661 homo_lumo_gap_ev=7.5
N -2.4929 -5.6420 -0.5772 0.6 0.2 -0.8
C -1.9044 -5.1045 -1.8379 -0.4 -0.2 1.3
C -0.4613 -4.5738 -1.5688 0.2 0.6 -0.7
C -0.0323 -3.4362 -2.5301 -1.6 -1.7 1.9
C -0.9209 -2.3005 -2.5927 2.1 1.4 -2.4
C -0.5023 -1.2962 -3.5204 -0.3 -2.7 1.8
C 0.6993 -1.6236 -4.1864 0.1 2.4 -1.5
N 1.4477 -2.6966 -4.0146 -1.2 0.7 0.5
N 1.0952 -3.6469 -3.1680 0.1 0.2 -0.3
H -1.7791 -6.2671 -0.2032 -0.4 0.1 0.4
H -2.6167 -4.8637 0.0668 0.1 -0.3 0.1
H -2.6154 -4.3338 -2.1849 0.5 -0.3 -0.2
H -1.8993 -5.9539 -2.5398 0.1 0.6 0.0
H 0.2363 -5.4265 -1.6213 -0.1 0.6 0.0
H -0.3669 -4.1297 -0.5548 -0.3 -0.4 -0.4
H -1.8383 -2.1920 -2.0103 0.5 -0.3 -0.1
H -1.0821 -0.3839 -3.6923 0.6 -0.3 -0.2
H 1.0582 -0.9001 -4.9370 0.0 -0.5 0.4
H 2.3163 -2.8074 -4.5449 -0.2 -0.3 0.2
C -2.5061 3.6170 -1.4113 -0.1 0.0 0.0
C -1.9891 2.2284 -1.0539 -0.3 0.2 0.0
C -0.4855 2.0747 -1.3044 -0.3 0.2 -0.3
C -0.1819 2.2890 -2.7307 0.2 -0.2 0.0
N 0.0448 2.3905 -3.8551 -0.1 -0.2 0.2
H -2.3784 3.8332 -2.4736 0.1 0.0 0.0
H -3.5717 3.6944 -1.1906 0.0 0.0 0.0
H -1.9844 4.3868 -0.8403 0.0 0.0 -0.1
H -2.5405 1.4819 -1.6347 0.1 -0.1 0.0
H -2.1942 2.0299 -0.0002 0.2 -0.1 0.0
H -0.1613 1.0729 -1.0191 0.1 0.1 0.0
H 0.0769 2.7944 -0.7080 0.0 0.0 0.0
C 5.4269 0.8722 -6.9428 0.0 0.0 0.0
C 4.5915 0.6547 -5.6864 0.1 0.2 -0.2
C 5.0466 -0.5624 -4.8716 -0.2 0.0 -0.4
C 4.9310 -1.7945 -5.6804 0.1 0.0 0.3
N 4.8310 -2.7544 -6.3075 -0.2 0.2 0.2
H 5.3419 0.0307 -7.6327 0.0 0.0 0.0
H 5.0884 1.7619 -7.4735 0.0 0.0 0.0
H 6.4814 1.0068 -6.6936 0.0 0.0 0.0
H 3.5425 0.5368 -5.9725 0.0 0.0 0.1
H 4.6536 1.5446 -5.0574 0.0 -0.1 0.1
H 4.4299 -0.6692 -3.9765 0.1 -0.1 0.0
H 6.0839 -0.4448 -4.5541 0.0 -0.1 0.0
C 1.7423 -2.5438 1.0431 0.3 2.0 -2.6
C 2.2732 -1.5775 -0.0293 -0.4 -0.4 -0.1
C 2.6714 -0.2078 0.5343 -0.4 -0.1 -0.1
C 1.4980 0.4409 1.1481 0.0 0.3 0.2
N 0.5780 0.9525 1.6174 0.3 -0.3 -0.3
H 0.8337 -2.1563 1.5033 0.1 0.2 0.1
H 1.5038 -3.5017 0.5901 0.2 0.0 0.0
H 2.4796 -2.6922 1.7950 0.5 0.5 -0.4
H 1.5060 -1.4428 -0.8052 0.1 0.2 -0.1
H 3.1435 -2.0301 -0.5132 0.0 0.1 0.0
H 3.0504 0.4303 -0.2664 0.0 0.1 0.1
H 3.4563 -0.3072 1.2861 -0.1 0.0 0.0
C 5.4024 -3.8685 2.6337 0.0 0.0 0.0
C 5.6708 -5.3569 2.4426 0.0 0.2 0.2
C 5.5549 -5.8006 0.9803 -0.3 0.1 0.2
C 4.1927 -5.5449 0.4742 0.1 -0.1 -0.2
N 3.1296 -5.3488 0.0821 0.2 -0.1 0.0
H 4.3831 -3.6053 2.3446 0.0 0.0 0.0
H 5.5241 -3.5918 3.6814 0.0 0.0 0.0
H 6.0954 -3.2659 2.0414 0.0 0.0 0.0
H 4.9699 -5.9268 3.0570 0.0 -0.1 -0.1
H 6.6747 -5.5879 2.8037 0.0 -0.1 -0.1
H 5.7679 -6.8666 0.8917 -0.1 0.0 -0.1
H 6.2704 -5.2602 0.3582 -0.1 0.0 0.0
C -3.6478 6.3349 1.3486 0.0 0.0 0.0
C -3.4963 7.8386 1.1458 -0.1 -0.3 0.1
C -3.2982 8.2255 -0.3233 0.3 -0.2 0.2
C -2.0740 7.6006 -0.8619 -0.1 0.2 -0.2
N -1.1178 7.1150 -1.2785 -0.2 0.0 0.2
H -2.7501 5.7948 1.0405 0.0 0.0 0.0
H -3.8156 6.1094 2.4032 0.0 0.0 0.0
H -4.4958 5.9451 0.7792 0.0 0.0 0.0
H -2.6504 8.1935 1.7379 -0.1 0.1 -0.1
H -4.3848 8.3398 1.5266 0.1 0.1 -0.1
H -3.2092 9.3084 -0.4166 0.0 0.0 -0.1
H -4.1515 7.9031 -0.9230 0.1 0.0 0.0
C -7.6348 7.1807 3.8570 0.0 -0.1 0.0
C -6.4953 6.9188 4.8359 -0.2 -0.1 -0.2
C -5.8987 8.2059 5.4151 0.1 -0.1 -0.3
C -5.3475 9.0455 4.3347 0.0 0.2 0.3
N -4.9176 9.6961 3.4894 -0.1 -0.2 0.2
H -7.2942 7.7437 2.9859 0.0 0.0 0.1
H -8.0473 6.2387 3.4935 0.0 0.0 0.0
H -8.4410 7.7416 4.3344 0.0 0.0 0.0
H -5.7145 6.3468 4.3286 0.1 0.0 0.1
H -6.8647 6.2998 5.6560 0.1 0.1 0.1
H -5.0991 7.9677 6.1176 0.0 0.1 0.0
H -6.6609 8.7744 5.9506 0.0 0.0 0.0
C -1.2266 -6.3295 2.9387 0.0 0.0 0.0
C -0.1273 -6.6699 3.9389 -0.2 -0.1 -0.2
C 0.4605 -5.4306 4.6229 0.1 -0.1 -0.4
C 1.0590 -4.5307 3.6189 0.1 0.1 0.2
N 1.5277 -3.8339 2.8275 -1.1 -2.8 3.3
H -0.8456 -5.7144 2.1195 0.0 0.0 0.1
H -1.6353 -7.2402 2.4987 0.0 0.0 0.0
H -2.0445 -5.7905 3.4222 0.0 0.0 0.0
H 0.6654 -7.2173 3.4238 0.0 0.0 0.1
H -0.5332 -7.3364 4.7021 0.1 0.1 0.1
H 1.2313 -5.7237 5.3368 0.0 0.1 0.0
H -0.3150 -4.8883 5.1668 0.0 0.1 0.0

***

3.
14
Properties=species:S:1:pos:R:3:forces:R:3 method="wB97M-V/def2-TZVPD" de_lowest_kcal_mol=143.02 homo_ev="-9.36 / -8.95" energy_ha=-361.65294 homo_lumo_gap_ev="7.8 / 8.1"
C 1.0869 0.6173 -0.9186 0.0 0.0 -0.1
C 0.0748 -0.4887 -0.6617 0.5 -0.2 1.1
N -0.0888 -1.5335 -1.4746 -0.2 -0.3 -1.4
O 0.2498 -1.2027 0.4586 0.1 0.7 0.9
C -0.8776 -0.2120 1.8412 0.2 -0.2 -0.3
C -1.2191 0.6920 0.8357 0.0 0.2 0.0
O -1.3848 0.2987 -0.3765 0.0 0.3 -0.2
H 2.0682 0.1346 -0.9574 -0.1 0.1 0.0
H 0.9080 1.1432 -1.8609 -0.1 -0.1 0.2
H 1.1216 1.3384 -0.0966 -0.1 -0.1 -0.1
H 0.6461 -1.5059 -2.1869 0.0 -0.1 0.0
H -1.3115 -1.1984 1.8735 -0.1 0.1 0.0
H -0.4811 0.1885 2.7745 0.0 -0.1 -0.2
H -1.1697 1.7746 0.9972 -0.1 -0.1 0.2